No. 1
This record from the Open Molecules 2025 dataset describes 2 unconnected molecules or ions with the total composition C9H15NSSi. The level of theory is ωB97M-V/def2-TZVPD.

- E: -1094.13300 a.u.
- HOMO energy (spin up / spin down): -7.52 / -7.52 eV

```
! RIJCOSX wB97M-V def2-TZVPD def2/J DEFGRID3
* xyz 0 1
C -2.53958 3.62984 -0.60687
C -2.48244 2.45860 0.06723
C -1.31566 3.86681 -1.21910
C -1.42349 1.62923 -0.17373
C -1.14693 0.43291 0.32292
C -2.12997 -0.49217 0.81247
C 1.35573 -1.95764 1.78768
C 0.84588 -2.56574 -1.21672
C 3.41887 -0.90577 -0.37734
N 0.87930 0.35900 -0.15315
Si 1.58739 -1.11609 0.03715
S -0.20660 2.63331 -1.08591
H -3.41934 4.29721 -0.73703
H -3.41648 2.21083 0.56361
H -0.91377 4.79139 -1.61347
H -2.55746 0.02364 1.78989
H -2.81255 -0.62667 -0.04931
H -1.66059 -1.46696 0.92027
H 0.72843 -2.77821 2.18970
H 2.41962 -2.02024 2.15923
H 1.12930 -1.00143 2.41155
H 0.83698 -2.25726 -2.20412
H 1.50380 -3.37324 -1.31779
H -0.15465 -2.93333 -1.05677
H 3.73931 -0.19002 -1.06078
H 3.90121 -0.70345 0.57985
H 3.83368 -1.94455 -0.76946
*
```

=====

No. 2
This record from the Open Molecules 2025 dataset describes 2 unconnected molecules or ions with the total composition C2H3FN2O2S. The level of theory is ωB97M-V/def2-TZVPD.

- E: -835.81849 a.u.
- HOMO energy (spin up / spin down): -9.89 / -10.38 eV

```
! RIJCOSX wB97M-V def2-TZVPD def2/J DEFGRID3
* xyz 0 1
C 0.38554 2.53111 -0.00907
C -0.01777 1.23652 0.58419
N 0.69780 3.57800 -0.37083
N -1.84358 -0.50878 0.13514
O -2.32381 -0.16625 1.17291
O 1.89871 -1.83046 -1.07630
F -1.66760 -2.04238 0.09753
S -0.16253 -0.05258 -0.38517
H 2.32669 -1.97986 -0.32080
H -0.32086 1.22942 1.59254
H 1.02742 -1.99475 -1.42013
*
```

=====

No. 3
This record from the Open Molecules 2025 dataset describes a molecular structure, C46H40N6O4SSeSiTl. The level of theory is ωB97M-V/def2-TZVPD.

- E: -5668.10096 a.u.
- HOMO energy: -4.55 eV

```
! RIJCOSX wB97M-V def2-TZVPD def2/J DEFGRID3
* xyz -1 1
Tl 0.67287 0.82171 -0.33141
O -0.87733 -4.47990 0.55116
C -1.04907 -3.27438 0.46255
N -0.67098 -2.47966 1.49244
C 0.24625 -2.63529 2.55294
C 1.02177 -3.52228 3.25217
C 1.75512 -2.91860 4.28517
C 1.70447 -1.55424 4.55195
C 0.93050 -0.65587 3.79754
C 0.22900 -1.27259 2.80297
N -0.68743 -1.05081 1.68570
C -1.94211 -0.47780 1.96828
O -2.98707 -1.05484 1.81508
C -1.81855 0.94353 2.42973
C -2.73931 1.45800 3.32395
C -2.60418 2.78637 3.69801
C -1.57819 3.53628 3.15177
C -0.71219 2.93290 2.24919
N -0.82276 1.65687 1.90130
C -1.71866 -2.65498 -0.72631
C -2.48364 -3.48813 -1.52823
C -3.09309 -2.94108 -2.64532
C -2.89537 -1.59919 -2.92061
C -2.09544 -0.85114 -2.06627
N -1.52452 -1.36453 -0.98076
H 1.06373 -4.58079 3.04284
H 2.39772 -3.54112 4.89514
H 2.30468 -1.15656 5.36026
H 0.92811 0.40665 3.99838
H -3.53248 0.82629 3.69896
H -3.29149 3.22879 4.40751
H -1.43074 4.57146 3.42518
H 0.10924 3.47806 1.79832
H -2.58204 -4.53103 -1.26397
H -3.70835 -3.55473 -3.29144
H -3.34358 -1.12789 -3.78602
H -1.88176 0.19553 -2.25699
C -3.29591 2.23052 -0.11943
Si -2.31239 3.03749 -1.50075
C -3.26169 2.77806 -3.11907
C -2.39770 4.89689 -1.16176
N -0.75039 2.37800 -1.61509
C 0.06047 2.81509 -2.64861
C 0.55555 4.13201 -2.72858
C 1.35654 4.56895 -3.76931
C 1.71685 3.69852 -4.78932
C 1.27670 2.38518 -4.73716
C 0.49187 1.95149 -3.68081
O -0.00091 0.65104 -3.65369
C 0.82457 -0.40502 -3.92178
C 2.19175 -0.40058 -3.65519
C 2.93768 -1.53692 -3.92296
C 2.33842 -2.68125 -4.43345
C 0.97215 -2.68180 -4.67292
C 0.21579 -1.54662 -4.42758
H -4.36106 2.41007 -0.29706
H -3.05179 2.67158 0.84974
H -3.15096 1.15050 -0.05159
H -4.22268 3.30065 -3.12368
H -3.45589 1.71621 -3.29627
H -2.67115 3.15007 -3.96152
H -3.43476 5.19685 -0.97870
H -2.02338 5.48152 -2.00515
H -1.81011 5.16142 -0.27818
H 0.29290 4.80808 -1.92439
H 1.70866 5.59361 -3.77721
H 2.33473 4.03082 -5.61359
H 1.54232 1.68427 -5.51917
H 2.65719 0.48415 -3.24386
H 3.99954 -1.53211 -3.70951
H 2.92911 -3.56662 -4.63325
H 0.48766 -3.57173 -5.05555
H -0.84988 -1.53087 -4.61014
O 1.56797 -2.44883 -0.66330
S 3.00043 -2.83017 -0.78525
C 3.74812 -2.57261 0.83340
C 4.60748 -3.47468 1.44606
C 5.24800 -3.10616 2.62302
C 5.04090 -1.84800 3.16972
C 4.17865 -0.95170 2.55173
C 3.52991 -1.31387 1.38293
C 3.11676 -4.61402 -0.88079
C 4.14274 -5.14711 -1.64486
C 4.26740 -6.52652 -1.75421
C 3.35095 -7.35180 -1.11918
C 2.31103 -6.80325 -0.37582
C 2.18963 -5.42838 -0.24780
H 4.77577 -4.45476 1.02048
H 5.91175 -3.80911 3.11143
H 5.54882 -1.56628 4.08391
H 4.00197 0.03936 2.95142
H 2.85390 -0.61153 0.90706
H 4.83703 -4.48411 -2.14814
H 5.06991 -6.95315 -2.34241
H 3.43946 -8.42701 -1.21265
H 1.58540 -7.44887 0.10250
H 1.36614 -4.99659 0.30763
Se 3.01136 2.47341 1.86860
C 2.20047 2.75272 3.47440
N 1.68234 2.93175 4.49991
*
```

=====

No. 4
This record from the Open Molecules 2025 dataset describes 2 unconnected molecules or ions with the total composition C4H8O. The level of theory is ωB97M-V/def2-TZVPD.

- E: -232.31689 a.u.
- HOMO energy: -9.51 eV

```
! RIJCOSX wB97M-V def2-TZVPD def2/J DEFGRID3
* xyz 0 1
C -1.54016 0.41906 0.28256
C -1.29130 -1.03456 0.57640
O -0.78714 -1.84401 -0.53154
C 0.04700 -1.69541 0.44450
C 2.08634 0.66836 -0.51464
H -1.63567 0.96985 1.22582
H -2.47129 0.54795 -0.28350
H -0.71608 0.86031 -0.28921
H -2.04791 -1.56460 1.15251
H 1.81190 -0.28000 -0.05253
H 1.58975 0.76322 -1.48409
H 1.78681 1.49689 0.13231
H 3.16775 0.69295 -0.65858
*
```

=====

No. 5
This record from the Open Molecules 2025 dataset describes a single C4H9N3O2 molecule. The level of theory is ωB97M-V/def2-TZVPD.

- E: -472.44989 a.u.
- HOMO energy (spin up / spin down): -5.94 / -6.34 eV

```
! RIJCOSX wB97M-V def2-TZVPD def2/J DEFGRID3
* xyz 0 1
N -0.76051 -0.25788 1.36052
C 0.61061 0.05744 1.35988
C -1.31653 -0.38345 0.16567
N 0.86773 2.07169 0.00829
N 0.08699 -1.34345 -1.58832
C 0.87926 0.64387 0.00870
C -0.38360 -0.11864 -0.94574
O 1.41714 -1.07192 1.67340
O -2.67382 -0.38806 0.06708
H 2.10915 -0.75795 2.25978
H -2.90582 -0.67466 -0.82370
H -1.26551 -0.49481 2.20391
H 0.06647 2.44499 0.49595
H 0.55568 -1.92121 -0.89373
H 0.94334 2.46218 -0.92196
H 0.77048 -1.10912 -2.30147
H 1.81736 0.29172 -0.43551
H -0.81842 0.54927 -1.69276
*
```

=====

No. 6
This record from the Open Molecules 2025 dataset describes a single C21H26N2O4S molecule. The level of theory is ωB97M-V/def2-TZVPD.

- SMILES: Cc1ccc(N(CC(=O)NC[C@H]2CCCO2)S(=O)(=O)c2ccccc2)c(C)c1
- E: -1624.48470 a.u.
- HOMO energy: -8.95 eV

```
! RIJCOSX wB97M-V def2-TZVPD def2/J DEFGRID3
* xyz 0 1
C 2.44550 1.20969 -4.56073
C 1.93252 1.20168 -3.15359
C 0.78365 0.49273 -2.82352
C 0.30898 0.50184 -1.52786
C 0.97066 1.21482 -0.53570
N 0.45438 1.12476 0.78236
C -0.12798 2.29675 1.41204
C -1.66089 2.19687 1.35885
O -2.35469 3.05690 0.85960
N -2.11750 1.06916 1.92861
C -3.48172 0.62154 1.81054
C -3.62331 -0.47848 0.73612
C -2.91006 -1.77799 1.12794
C -3.96990 -2.48316 1.97831
C -5.29411 -1.89809 1.45423
O -4.97460 -0.84767 0.55586
S 1.17336 0.01883 1.80682
O 0.10096 -0.66607 2.48753
O 2.14816 0.65424 2.64992
C 1.96438 -1.09640 0.65861
C 3.29281 -0.90584 0.33321
C 3.87928 -1.73253 -0.61035
C 3.13291 -2.73506 -1.20925
C 1.80532 -2.92712 -0.85986
C 1.21374 -2.10146 0.08117
C 2.12568 1.93621 -0.84330
C 2.87297 2.71613 0.19562
C 2.58020 1.91473 -2.15592
H 3.50298 1.45951 -4.58946
H 2.29631 0.24061 -5.03131
H 1.90544 1.95310 -5.14728
H 0.26049 -0.06635 -3.58490
H -0.58431 -0.04247 -1.26212
H 0.20814 2.33471 2.45287
H 0.18065 3.20988 0.89892
H -1.43476 0.39834 2.26518
H -4.09321 1.47847 1.51858
H -3.82483 0.24472 2.77713
H -3.27428 -0.07162 -0.21895
H -2.70082 -2.35974 0.22849
H -1.98200 -1.60687 1.66869
H -3.83491 -2.24668 3.03296
H -3.93492 -3.56455 1.86493
H -5.88059 -2.63225 0.89379
H -5.91567 -1.51274 2.27172
H 3.84647 -0.12340 0.82643
H 4.91548 -1.59450 -0.87805
H 3.59081 -3.37567 -1.94793
H 1.23245 -3.71695 -1.32099
H 0.18591 -2.22599 0.38167
H 2.49516 3.73830 0.24189
H 3.92980 2.76644 -0.05828
H 2.76436 2.26951 1.18113
H 3.47518 2.46920 -2.40237
*
```

=====

No. 7
This record from the Open Molecules 2025 dataset describes 2 unconnected molecules or ions with the total composition C8H8F3N. The level of theory is ωB97M-V/def2-TZVPD.

- E: -663.89728 a.u.
- HOMO energy: -9.17 eV

```
! RIJCOSX wB97M-V def2-TZVPD def2/J DEFGRID3
* xyz 0 1
C -2.90502 -0.61419 0.44688
C -2.13526 -1.39087 -0.36263
C -2.40602 0.48694 1.14741
C -0.83664 -0.97770 -0.61219
C -1.09743 0.80117 1.06014
C -0.30965 -0.00768 0.21871
C 2.38518 -0.69291 -0.21317
C 1.62139 0.60648 -0.15715
N 1.64584 1.51514 -1.19997
F 2.24041 -1.41360 0.88382
F 3.79790 -0.37347 -0.10456
F 1.87611 1.21374 1.02416
H -3.99207 -0.83866 0.43606
H -2.54520 -2.23048 -0.97201
H -3.06170 1.18971 1.78834
H -0.10912 -1.41820 -1.42999
H -0.69250 1.43032 1.74346
H 2.35295 -1.26038 -1.06538
H 2.39802 1.54998 -1.84140
H 1.77281 2.42467 -0.79054
*
```

=====

No. 8
This record from the Open Molecules 2025 dataset describes a molecular structure, C28H36MnP2Si. The level of theory is ωB97M-V/def2-TZVPD.

- Expectation value of S²: 3.920
- E: -3210.98013 a.u.
- HOMO energy (spin up / spin down): -12.69 / -12.65 eV

```
! RIJCOSX wB97M-V def2-TZVPD def2/J DEFGRID3
* xyz 2 4
C 0.58730 1.76315 0.78104
C 1.36659 1.83952 -0.40309
C 0.64887 1.21520 -1.47000
H 2.30789 2.38810 -0.50844
C -0.66756 0.83204 -0.95805
C -0.67663 1.14812 0.46032
H -1.50719 1.02625 1.15064
H 0.83331 2.23877 1.73598
H 1.00387 1.09838 -2.49513
H -1.50276 0.44357 -1.53151
Mn 0.77117 -0.34076 -0.01470
C -2.31424 -1.87243 -3.64207
H -3.09616 -1.15086 -3.86084
H -2.73533 -2.86434 -3.84873
H -2.08105 -1.76141 -2.57832
Si -0.74026 -1.46338 -4.70838
C 1.04346 -1.36179 -5.52410
C 1.81208 -0.19413 -5.36211
H 1.49157 0.56793 -4.64603
C 2.94426 0.03060 -6.16174
H 3.49530 0.97676 -6.06757
C 3.36802 -0.96821 -7.05983
H 4.27026 -0.79800 -7.65991
C 2.66682 -2.18489 -7.14252
H 3.03186 -2.98002 -7.81404
C 1.51778 -2.38979 -6.34961
H 0.97703 -3.34136 -6.39449
C -1.51037 -0.23766 -6.03127
C -0.77798 0.34486 -7.08787
H 0.25478 0.04304 -7.30344
C -1.32021 1.35478 -7.89457
H -0.68625 1.83440 -8.64458
C -2.64784 1.75026 -7.74160
H -3.05882 2.56523 -8.33868
C -3.44125 1.06718 -6.80990
H -4.48526 1.33230 -6.68790
C -2.89769 0.03254 -6.03466
H -3.58592 -0.55481 -5.42671
H 0.04219 -1.36122 -3.42116
H -1.24277 -2.85256 -5.17139
C -2.46359 -1.74087 0.25428
P -0.69489 -1.98706 0.51766
C -0.39073 -3.57339 -0.32271
C -0.52795 -2.33388 2.33126
C -1.63037 -2.79054 3.05183
C -1.62502 -2.79817 4.45405
C -0.48198 -2.36260 5.12975
C 0.63147 -1.89548 4.41313
C 0.64558 -1.90985 3.00504
P 1.83144 -0.97625 1.94127
C 3.05518 -0.30217 3.08922
C 2.70129 -2.18549 0.89311
H -2.65670 -1.44463 -0.78302
H -2.84982 -0.95384 0.91323
H -3.01187 -2.67192 0.45456
H -0.29683 -3.39241 -1.40026
H 0.52544 -4.03770 0.05632
H -1.23895 -4.24122 -0.13628
H -2.52664 -3.10914 2.52593
H -2.51092 -3.13081 4.99972
H -0.46759 -2.38502 6.22620
H 1.47710 -1.48559 4.96829
H 4.00089 -0.09742 2.57017
H 2.69247 0.65701 3.47928
H 3.29060 -0.94617 3.95024
H 3.77733 -2.03130 1.02662
H 2.46834 -3.23062 1.13274
H 2.47353 -2.03862 -0.17290
*
```

=====

No. 9
This record from the Open Molecules 2025 dataset describes a molecular structure, C42H38IrN8O6SSi. The level of theory is ωB97M-V/def2-TZVPD.

- Expectation value of S²: 0.767
- E: -3304.36024 a.u.
- HOMO energy (spin up / spin down): -12.24 / -12.24 eV

```
! RIJCOSX wB97M-V def2-TZVPD def2/J DEFGRID3
* xyz 2 2
Ir -0.44593 0.69831 1.38287
O -2.40456 4.88370 2.55332
C -1.82143 3.74623 2.20634
O -1.42631 2.93052 2.99324
C -1.67390 3.62480 0.70852
C -2.21693 4.56146 -0.14857
C -1.95841 4.45550 -1.51059
C -1.15525 3.43207 -1.97269
C -0.64560 2.52400 -1.05686
N -0.91450 2.60731 0.24169
C 0.32926 1.42866 -1.42725
O 0.60448 1.24517 -2.60698
O 0.83645 0.84215 -0.39945
H -2.44339 4.96384 3.51776
H -2.83256 5.35784 0.24635
H -2.36283 5.18860 -2.19778
H -0.90112 3.31954 -3.01856
N -1.21253 -1.60159 4.81501
C -0.30153 -1.02222 4.04110
N -0.93785 -0.42355 3.05144
C -2.25589 -0.68664 3.28334
N -2.46719 -1.39853 4.35337
C -3.24900 -0.18546 2.35448
C -4.61555 -0.36872 2.48345
N -5.45880 0.12177 1.58249
C -4.93126 0.75948 0.53629
C -3.56490 0.94098 0.40227
N -2.73396 0.48593 1.33650
H -1.06812 -2.13100 5.65903
H 0.76431 -1.03170 4.21600
H -5.02499 -0.90493 3.33115
H -5.61894 1.14855 -0.20554
H -3.13154 1.43160 -0.46077
O -0.97922 -0.87345 0.18837
Si -1.25373 -2.37140 -0.28514
C -2.76619 -3.08430 0.51214
C -2.70989 -3.48111 1.85635
C -3.85477 -3.88444 2.53165
C -5.08260 -3.88007 1.87661
C -5.15897 -3.49855 0.54358
C -4.00949 -3.11079 -0.13558
C 0.23737 -3.48488 -0.04133
C 0.12592 -4.83209 0.34696
C 1.26391 -5.52644 0.71350
C 2.51497 -4.90471 0.64968
C 2.63439 -3.58233 0.21795
C 1.50370 -2.87373 -0.14398
C -1.34419 -2.56693 -2.14845
C -1.51755 -3.87481 -2.71717
C -1.67659 -4.00795 -4.07163
C -1.62226 -2.86809 -4.88674
C -1.41961 -1.57475 -4.33807
C -1.25285 -1.42208 -2.98963
H -1.75140 -3.48956 2.37516
H -3.79332 -4.20201 3.56569
H -5.97880 -4.18301 2.40511
H -6.11377 -3.50777 0.03097
H -4.08294 -2.82928 -1.18280
H -0.84087 -5.32165 0.39705
H 1.18049 -6.55328 1.04787
H 3.40243 -5.46207 0.92473
H 3.61021 -3.11483 0.15624
H 1.57499 -1.84487 -0.48695
H -1.54555 -4.75401 -2.08442
H -1.82260 -4.98883 -4.50456
H -1.71694 -2.98085 -5.96051
H -1.38000 -0.70573 -4.98221
H -1.06720 -0.44249 -2.57144
C 5.63802 0.34526 -1.32472
C 4.19265 -0.13229 -1.17507
C 3.67660 -0.04943 0.25407
N 3.51350 1.36724 0.63013
C 2.65158 1.85569 1.46911
S 1.63660 0.81748 2.47278
N 2.56143 3.18560 1.69481
C 3.32197 4.28001 1.13293
O 3.56541 5.20042 1.85740
C 3.67820 4.21552 -0.30729
C 2.79650 3.67231 -1.23930
C 3.09683 3.72770 -2.59012
C 4.28419 4.32200 -3.00697
C 5.15988 4.87335 -2.07824
C 4.85426 4.83066 -0.72757
H 5.98029 0.21928 -2.35228
H 6.30697 -0.22481 -0.67537
H 5.75866 1.40667 -1.07840
H 4.11887 -1.17267 -1.49918
H 3.52645 0.45304 -1.81572
H 4.37446 -0.51317 0.95370
H 2.71288 -0.52695 0.34928
H 4.06904 2.02194 0.09299
H 2.07024 3.43930 2.54038
H 1.86948 3.22679 -0.89864
H 2.40981 3.30820 -3.31536
H 4.51939 4.36886 -4.06315
H 6.07197 5.35243 -2.40938
H 5.51705 5.26904 0.00920
*
```

=====

No. 10
This record from the Open Molecules 2025 dataset describes 2 unconnected molecules or ions with the total composition C5Cl5F7O3. The level of theory is ωB97M-V/def2-TZVPD.

- SMILES: O=C(OCl)OC(F)(F)C(F)(F)C(F)(F)F.ClC(Cl)(Cl)Cl
- E: -3416.19318 a.u.
- HOMO energy: -11.39 eV

```
! RIJCOSX wB97M-V def2-TZVPD def2/J DEFGRID3
* xyz 0 1
O 0.52132 2.89281 1.28539
C 0.67516 1.95270 0.64590
O -0.43497 1.11740 0.46730
Cl -0.76061 1.05540 -1.19852
O 1.86993 1.62973 0.02343
C 2.65311 0.76459 0.78443
F 2.88673 1.23132 2.02144
F 3.85206 0.78097 0.17225
C 2.16583 -0.73701 0.77433
F 3.27670 -1.50699 0.67253
F 1.46081 -0.98026 -0.34041
C 1.41807 -1.22035 2.06788
F 0.70040 -0.28038 2.67483
F 0.55285 -2.18859 1.71344
F 2.28567 -1.76576 2.91023
Cl -3.89189 -1.37464 -4.31888
C -4.62556 -0.54938 -2.93500
Cl -5.57605 0.83069 -3.50640
Cl -5.68140 -1.67547 -2.06747
Cl -3.34815 0.02321 -1.84669
*
```